Record 1
Formula: C13H13Cl2N4O3PtS
Source: the Open Molecules 2025 dataset
Level of theory: ωB97M-V/def2-TZVPD

Relative energy (zero: lowest compared OMol25 entry of this formula, charge and spin) = 0.8 kcal per mole
Frontier orbital gap = 9.2 eV
Energy = -64891.880 eV
Net charge = +3
LUMO energy = -10.29 eV

CARTESIAN COORDINATES (ANGSTROEM)
Pt (-0.9166, -0.9717, 0.8229)
Cl (-2.2618, 0.6841, 1.8828)
C (-1.2173, 0.5937, 3.3377)
Cl (0.1175, -0.5377, 2.8874)
H (-1.7797, 0.1635, 4.1594)
H (-0.7938, 1.5717, 3.5414)
C (-4.8052, -1.6807, -2.7661)
C (-3.3900, -1.1371, -3.0179)
C (-2.5761, -1.1328, -1.8115)
N (-1.9345, -1.1282, -0.8621)
H (-5.3454, -1.6680, -3.7096)
H (-5.3461, -1.0593, -2.0559)
H (-4.7786, -2.7056, -2.4011)
H (-3.4125, -0.1056, -3.3800)
H (-2.8501, -1.7292, -3.7612)
O (6.9118, -7.2957, -4.0459)
S (7.0692, -6.6770, -2.8049)
O (8.1409, -6.7569, -1.9139)
O (6.3905, -5.2339, -2.8120)
C (5.2456, -5.5172, -2.0836)
N (5.2905, -6.8177, -1.8462)
C (4.3008, -7.3560, -1.1287)
C (3.2814, -6.5159, -0.7057)
C (3.3428, -5.1612, -1.0364)
N (4.3727, -4.6384, -1.7409)
C (2.2980, -4.1771, -0.6234)
C (1.0021, -4.5670, -0.3012)
C (0.0795, -3.6113, 0.0807)
N (0.4159, -2.3118, 0.1513)
C (1.6613, -1.9152, -0.1753)
C (2.6208, -2.8258, -0.5696)
H (4.3349, -8.4160, -0.9093)
H (2.4792, -6.9282, -0.1133)
H (0.6799, -5.5974, -0.3529)
H (-0.9315, -3.8682, 0.3467)
H (1.8574, -0.8559, -0.1274)
H (3.6096, -2.4772, -0.8323)

Cartesian forces, eV/Å:
-0.0095 0.3262 0.0373
-0.0614 -0.0802 -0.0970
0.0142 0.0561 0.0426
-0.0056 -0.0726 0.0047
0.0109 0.0033 0.0158
-0.0103 0.0010 0.0224
-0.0119 -0.0197 0.0047
-0.0234 0.0181 0.0102
0.0775 0.0105 -0.0254
-0.0963 -0.0211 0.0220
0.0034 0.0058 -0.0008
0.0031 0.0031 0.0052
0.0035 0.0065 -0.0046
0.0037 -0.0027 -0.0037
-0.0084 -0.0030 0.0064
-0.0384 -0.2243 -0.0199
-0.0960 -0.5669 -0.4174
-0.2350 -0.0461 0.2995
-0.6278 0.6467 0.5257
0.7934 0.5162 -0.6291
0.3225 0.0408 0.1737
0.0642 -0.2804 0.0336
0.0314 0.0485 -0.0670
0.0897 0.0734 -0.0656
-0.3169 -0.2154 0.1472
0.0133 -0.0899 -0.0035
-0.0536 -0.0025 0.0183
0.3208 0.0731 -0.0385
0.0755 -0.1655 -0.0009
-0.1927 -0.2036 -0.0493
0.0030 0.1445 0.0118
0.0211 0.0076 0.0016
-0.0072 -0.0065 0.0052
-0.0141 -0.0008 0.0017
-0.1363 -0.0735 0.0153
0.1032 0.0840 0.0149
-0.0096 0.0095 0.0028

Record 2
Formula: C13H13ISi
Source: the Open Molecules 2025 dataset
Level of theory: ωB97M-V/def2-TZVPD

Relative energy (zero: lowest compared OMol25 entry of this formula, charge and spin) = 5.1 kcal per mole
Frontier orbital gap (spin up / spin down) = 8.4 / 6.6 eV
Energy = -29665.943 eV
LUMO energy (spin up / spin down) = -0.82 / -0.47 eV

CARTESIAN COORDINATES (ANGSTROEM)
C (-2.7645, -3.7986, -0.9660)
C (4.2648, 2.7703, -0.8060)
C (-3.5664, -2.7196, -1.3648)
C (-1.5645, -3.4801, -0.4062)
C (3.8473, 1.8629, -1.7566)
C (3.5137, 3.0138, 0.3394)
C (-3.3114, -1.3573, -1.1188)
C (-1.4530, -2.1860, 0.1008)
C (2.5209, 1.2815, -1.6642)
C (2.3468, 2.3493, 0.5119)
C (-2.2738, -1.1130, -0.1771)
C (1.8505, 1.5967, -0.5278)
C (-1.3628, 1.0253, 2.2378)
Si (-2.0587, 0.6677, 0.4423)
I (-4.1289, 1.9651, 0.2963)
H (-3.0349, -4.7631, -1.2615)
H (5.3067, 3.2627, -1.0069)
H (-4.4840, -3.0871, -1.9780)
H (-0.7939, -4.1112, -0.1653)
H (4.6021, 1.7241, -2.6027)
H (4.0695, 3.6866, 0.9966)
H (-3.9317, -0.4859, -1.5102)
H (-0.5548, -1.8605, 0.7852)
H (2.1983, 0.5855, -2.3941)
H (1.7413, 2.4287, 1.5406)
H (-2.1997, 1.2110, 2.9303)
H (-0.6653, 0.1418, 2.4624)
H (-0.8299, 1.9165, 2.1793)

Cartesian forces, eV/Å:
0.1674 2.0522 -0.7737
1.9394 0.2943 -1.1196
-2.5007 -0.4119 -1.7334
-1.0797 2.1214 1.2566
-0.1168 -0.0291 -1.2171
2.4851 0.8892 -0.3756
-0.4626 -0.3354 0.5577
3.0551 1.5717 1.8539
2.3241 0.8044 0.2551
-3.0058 0.0993 3.0498
-1.3629 0.5414 -0.9666
0.1503 -0.2627 0.2233
-0.7873 -2.8670 -0.9996
0.8185 0.0625 0.6559
-0.1236 -0.0535 -0.0833
-0.3127 -1.3628 -0.3188
-2.1620 -0.8337 0.7593
1.5169 1.2353 1.0307
1.4960 -1.8776 0.3791
-1.6416 -0.2962 0.9519
-1.0214 -0.2172 0.5987
0.6836 -1.6189 0.4722
-1.4779 -1.2568 -1.3591
-0.4702 -0.4190 -0.6122
1.3613 -0.0639 -2.4714
0.4097 -0.6371 -0.0638
-1.0923 1.3675 0.2049
1.2101 1.5037 -0.1549

Record 3
Formula: C13H13N2NiO3SSbSe4
Source: the Open Molecules 2025 dataset
Level of theory: ωB97M-V/def2-TZVPD

Relative energy (zero: lowest compared OMol25 entry of this formula, charge and spin) = 0.0 kcal per mole
Frontier orbital gap (spin up / spin down) = 4.7 / 4.7 eV
Expectation value of S² = 2.007
2S+1 = 3
Energy = -342619.678 eV
Net charge = -2
LUMO energy (spin up / spin down) = 3.72 / 3.72 eV

CARTESIAN COORDINATES (ANGSTROEM)
Ni (-0.3660, 2.9245, -0.4908)
N (1.7758, 2.9297, -0.6823)
N (2.1708, 4.1804, -1.1899)
C (1.2541, 5.2631, -0.9056)
O (1.7407, 6.3861, -1.0347)
O (0.0869, 4.9086, -0.5909)
H (2.0690, 2.7604, 0.2774)
H (2.0848, 2.1796, -1.2861)
H (3.1214, 4.4435, -0.9719)
Se (-3.5395, 5.2283, 2.1883)
Sb (-3.0303, 3.0260, 1.3351)
Se (-2.7769, 2.9311, -1.1311)
Se (-0.6130, 2.3843, 1.8912)
Se (-4.5732, 1.2452, 1.9995)
O (-0.0164, 0.6503, -0.9899)
S (0.5472, -0.1272, 0.1619)
C (1.2954, -1.5563, -0.6784)
C (2.1227, -2.4226, 0.0220)
C (2.7022, -3.4980, -0.6362)
C (2.4630, -3.6953, -1.9905)
C (1.6454, -2.8145, -2.6863)
C (1.0616, -1.7379, -2.0309)
C (-0.7904, -1.0562, 0.9013)
C (-2.0237, -1.0537, 0.2853)
C (-3.0466, -1.8016, 0.8544)
C (-2.8169, -2.5352, 2.0083)
C (-1.5749, -2.4933, 2.6329)
C (-0.5519, -1.7373, 2.0863)
H (2.3072, -2.2612, 1.0775)
H (3.3441, -4.1802, -0.0925)
H (2.9176, -4.5339, -2.5038)
H (1.4607, -2.9650, -3.7427)
H (0.4221, -1.0304, -2.5444)
H (-2.2006, -0.4173, -0.5747)
H (-4.0344, -1.7582, 0.4192)
H (-3.6279, -3.0926, 2.4602)
H (-1.4158, -3.0204, 3.5659)
H (0.4058, -1.6529, 2.5868)

Cartesian forces, eV/Å:
-0.1975 0.4354 -0.1360
-0.1017 -0.2432 0.1330
0.0995 -0.0733 -0.1010
0.0759 0.0497 0.0146
-0.0501 -0.0033 0.0183
-0.0574 -0.0724 -0.1839
0.0325 0.0292 -0.0098
-0.0051 -0.0012 0.0017
-0.0270 0.0404 0.0576
-0.0096 0.0125 0.0427
-0.2438 -0.2209 0.4497
0.4605 -0.0927 -0.2984
0.0054 -0.0280 -0.0054
0.0660 0.0244 0.0632
0.0595 0.0492 -0.0727
-0.0703 -0.0865 0.0078
0.0017 0.0560 0.0388
0.0020 -0.0116 -0.0303
-0.0134 0.0290 0.0184
-0.0124 0.0066 -0.0212
0.0207 0.0018 0.0577
-0.0180 -0.0080 -0.0411
0.0559 0.0461 0.0042
-0.0889 0.0559 -0.0177
0.0382 0.0042 0.0612
-0.0070 0.0364 -0.0306
0.0124 0.0126 -0.0122
-0.0396 -0.0505 -0.0312
0.0100 -0.0014 -0.0048
0.0011 -0.0014 0.0013
0.0008 0.0017 0.0034
-0.0026 0.0012 -0.0029
0.0074 -0.0073 0.0065
0.0199 0.0033 0.0089
-0.0147 0.0040 0.0049
0.0037 -0.0011 0.0015
-0.0028 0.0000 -0.0021
-0.0112 0.0033 0.0060

Record 4
Formula: C13H13N3O2S
Source: the Open Molecules 2025 dataset
Level of theory: ωB97M-V/def2-TZVPD

Relative energy (zero: lowest compared OMol25 entry of this formula, charge and spin) = 68.5 kcal per mole
Frontier orbital gap = 9.4 eV
Energy = -33090.818 eV
LUMO energy = 0.27 eV
SMILES = Cc1ccc(S(=O)(=O)N/N=C\c2cccnc2)cc1

CARTESIAN COORDINATES (ANGSTROEM)
C (-5.3934, -2.2737, 0.4344)
C (-4.2581, -1.3117, 0.2715)
C (-3.8593, -0.5008, 1.3301)
C (-2.8222, 0.4020, 1.1746)
C (-2.1922, 0.4922, -0.0496)
S (-0.8257, 1.6093, -0.2370)
O (-0.6741, 2.0049, -1.6046)
O (-0.8283, 2.6232, 0.7742)
N (0.4670, 0.5793, 0.2096)
N (0.5952, -0.5029, -0.5729)
C (1.6880, -1.1316, -0.7397)
C (3.0140, -0.8519, -0.1878)
C (3.2273, -0.4102, 1.1198)
C (4.5214, -0.1552, 1.5424)
C (5.5624, -0.3599, 0.6499)
N (5.3782, -0.7996, -0.5848)
C (4.1480, -1.0383, -0.9874)
C (-2.5662, -0.2977, -1.1174)
C (-3.6016, -1.1997, -0.9515)
H (-6.3190, -1.8128, 0.0889)
H (-5.5238, -2.5511, 1.4771)
H (-5.2278, -3.1722, -0.1550)
H (-4.3646, -0.5796, 2.2814)
H (-2.4976, 1.0441, 1.9777)
H (1.3005, 1.0705, 0.5292)
H (1.6129, -1.9703, -1.4201)
H (2.3993, -0.3124, 1.8081)
H (4.7163, 0.1848, 2.5477)
H (6.5905, -0.1781, 0.9329)
H (4.0455, -1.3899, -2.0061)
H (-2.0436, -0.1903, -2.0534)
H (-3.9062, -1.8260, -1.7769)

Cartesian forces, eV/Å:
-0.0430 0.0389 -0.0233
0.0935 0.0396 -0.0009
0.0681 0.0274 -0.0872
-0.0336 0.0729 0.1590
0.4883 0.4189 -0.1171
0.5954 -0.2369 0.0667
-0.2423 -0.3697 -0.0086
-0.0782 -0.2123 0.2139
-0.2460 0.5180 0.4238
-0.2715 -0.4394 -0.6450
-0.1975 -0.0103 -0.0562
0.3951 0.2835 0.3520
0.0575 -0.1047 -0.1884
-0.0215 -0.0303 -0.0393
-0.0420 0.0836 0.3049
0.4363 -0.0574 -0.2954
-0.5096 -0.0034 0.0534
-0.0724 -0.0379 -0.1943
0.0456 0.0890 0.0797
-0.0927 -0.0303 -0.0026
-0.0414 -0.0577 0.0539
-0.0300 -0.0860 -0.0116
-0.0408 -0.0018 0.0944
-0.0142 0.0389 0.1606
-0.1044 0.2076 -0.0965
-0.0205 -0.0797 -0.0761
-0.0604 0.0475 0.0350
0.0426 0.0218 0.0724
0.0480 0.0527 0.1091
-0.1098 -0.0627 -0.0939
0.0160 -0.0571 -0.1502
-0.0145 -0.0627 -0.0923

Record 5
Formula: C13H13N3O3S
Source: the Open Molecules 2025 dataset
Level of theory: ωB97M-V/def2-TZVPD

Relative energy (zero: lowest compared OMol25 entry of this formula, charge and spin) = 25.8 kcal per mole
Frontier orbital gap = 8.3 eV
Energy = -35139.593 eV
LUMO energy = 0.44 eV
SMILES = CCCC(=O)Nc1nnc(-c2ccc3c(c2)OCO3)s1

CARTESIAN COORDINATES (ANGSTROEM)
C (-5.1130, -0.2502, -1.5193)
C (-5.3197, 0.9607, -0.6176)
C (-4.7229, 0.7662, 0.7846)
C (-3.2188, 0.6914, 0.7043)
O (-2.4881, 1.6544, 0.6646)
N (-2.7150, -0.5841, 0.6462)
C (-1.3766, -0.8393, 0.5260)
N (-0.8902, -2.0363, 0.4485)
N (0.4265, -2.0519, 0.3368)
C (0.9798, -0.8833, 0.3256)
C (2.4016, -0.6623, 0.2134)
C (3.2528, -1.7623, 0.1044)
C (4.6283, -1.6109, -0.0050)
C (5.1210, -0.3262, -0.0015)
C (4.2739, 0.7811, 0.1072)
C (2.9155, 0.6447, 0.2155)
O (5.0228, 1.9267, 0.0846)
C (6.3652, 1.5109, -0.0397)
O (6.4152, 0.1006, -0.0944)
S (-0.1911, 0.4349, 0.4628)
H (-5.5412, -1.1446, -1.0700)
H (-4.0560, -0.4249, -1.7064)
H (-5.6007, -0.0875, -2.4773)
H (-6.3888, 1.1539, -0.5117)
H (-4.8625, 1.8405, -1.0733)
H (-4.9803, 1.6291, 1.4002)
H (-5.1307, -0.1354, 1.2439)
H (-3.3201, -1.3927, 0.6646)
H (2.8125, -2.7458, 0.1073)
H (5.2868, -2.4586, -0.0893)
H (2.2709, 1.5042, 0.2990)
H (6.9444, 1.8664, 0.8276)
H (6.7986, 1.9306, -0.9616)

Cartesian forces, eV/Å:
-0.0596 0.2479 -0.0042
0.0109 -0.1776 0.0333
-0.0478 0.3315 -0.1809
-0.5146 -0.4461 0.2036
-0.0120 0.3944 -0.0497
-0.2759 -0.1287 0.0775
0.9434 0.5157 -0.0853
-1.7983 -0.0150 0.1522
1.5837 -0.2183 -0.1403
-1.1237 0.4841 0.1132
0.8498 -0.0668 -0.0742
-0.2975 0.2059 0.0308
0.3422 0.3094 -0.0176
-0.5616 0.3470 0.0593
0.3036 -0.5675 -0.0446
0.2359 -0.0606 -0.0221
-0.4881 -0.0184 0.0377
1.0058 0.7588 -0.0530
-0.1387 -0.4430 -0.0061
0.2908 -0.9788 -0.0555
-0.0297 -0.1400 0.0169
0.0747 -0.0798 -0.0674
-0.0114 -0.0670 -0.1046
0.0343 0.0763 0.0044
-0.0687 0.0630 0.0337
0.0820 -0.0980 0.0685
-0.0221 -0.0144 0.0448
0.0281 0.1184 0.0131
-0.0278 -0.1013 -0.0008
0.0833 -0.1254 -0.0111
-0.0355 0.1648 0.0096
-0.1912 -0.1293 -0.1546
-0.1643 -0.1411 0.1733

Record 6
Formula: C13H13N5
Source: the Open Molecules 2025 dataset
Level of theory: ωB97M-V/def2-TZVPD

Relative energy (zero: lowest compared OMol25 entry of this formula, charge and spin) = 33.6 kcal per mole
Frontier orbital gap = 9.1 eV
Energy = -21142.173 eV
LUMO energy = 0.57 eV
SMILES = Cc1ccnc(NCn2nnc3ccccc32)c1

CARTESIAN COORDINATES (ANGSTROEM)
C (2.1276, 2.5198, 0.1660)
C (2.3280, 1.0683, -0.1382)
C (3.2932, 0.6509, -1.0527)
C (3.4395, -0.7037, -1.2838)
N (2.7068, -1.6317, -0.6950)
C (1.7845, -1.2451, 0.1834)
N (1.1062, -2.2861, 0.7858)
C (-0.1884, -2.1380, 1.3755)
N (-1.1997, -1.7382, 0.4194)
N (-1.5134, -2.5342, -0.6172)
N (-2.3421, -1.9685, -1.3848)
C (-2.6306, -0.7304, -0.8914)
C (-3.4739, 0.2810, -1.3497)
C (-3.5439, 1.4281, -0.5963)
C (-2.8115, 1.5799, 0.5899)
C (-1.9757, 0.5947, 1.0635)
C (-1.8817, -0.5636, 0.3008)
C (1.5679, 0.0994, 0.4945)
H (1.1136, 2.7087, 0.5118)
H (2.3223, 3.1278, -0.7144)
H (2.8193, 2.8311, 0.9495)
H (3.9076, 1.3695, -1.5719)
H (4.1745, -1.0762, -1.9854)
H (1.2613, -3.1544, 0.2909)
H (-0.4786, -3.1030, 1.8031)
H (-0.1630, -1.3850, 2.1693)
H (-4.0414, 0.1511, -2.2564)
H (-4.1827, 2.2382, -0.9148)
H (-2.9126, 2.4986, 1.1487)
H (-1.4318, 0.7176, 1.9885)
H (0.8189, 0.3934, 1.2115)

Cartesian forces, eV/Å:
0.0311 -0.0085 0.0436
0.0701 -0.1956 -0.1181
-0.0751 0.0443 0.0833
0.0612 0.1995 -0.0663
-0.1741 -0.3887 0.1179
0.2534 0.2495 -0.0488
-0.0391 -0.3789 0.1777
0.3414 -0.2008 0.0177
-0.6121 0.7147 -0.1084
0.6877 -0.8968 0.3270
-0.4764 -0.0934 -0.7389
0.5387 0.4618 1.0981
0.0662 -0.0767 0.0375
-0.1608 0.0554 -0.1971
0.1245 -0.0182 0.1528
0.0606 0.1367 0.1800
-0.4871 -0.1896 -0.7337
-0.0006 -0.1113 -0.0645
-0.0495 0.0565 0.0167
-0.0082 0.0733 -0.0200
0.0106 0.0721 0.0332
0.0721 0.0593 -0.0743
0.0876 0.0628 -0.0787
-0.0390 0.0634 0.0538
0.0679 0.2410 -0.0236
-0.1325 -0.1398 -0.1178
-0.0811 0.0119 -0.1161
-0.0567 0.0479 -0.0392
-0.0020 0.0616 0.0560
0.0375 0.0490 0.0780
-0.1164 0.0375 0.0722